[1]
One molecule with the formula C6H7NO2, computed with wB97M-V/def2-TZVPD.

SMILES: C=[N+]([O-])Cc1ccco1
Kohn-Sham gap, eV: 9.60

Structure (XYZ):
```
16
C6H7NO2, DFT wB97M-V/def2-TZVPD
C -1.118 2.108 -0.575
C -0.024 1.158 -0.799
C -1.694 1.739 0.612
C 0.068 0.417 0.341
C 0.285 -2.436 0.313
C 1.360 -0.339 0.742
N 1.221 -1.851 0.980
O 1.888 -2.422 1.862
O -0.993 0.723 1.184
H -1.332 2.921 -1.280
H 0.710 1.076 -1.667
H -2.523 2.122 1.180
H 0.113 -3.475 0.507
H -0.273 -1.768 -0.326
H 2.061 0.075 -0.015
H 1.628 -0.051 1.744
```

***

[2]
One molecule with the formula C6H7NO2, computed with wB97M-V/def2-TZVPD.

SMILES: C/C(=N/O)c1ccco1
Kohn-Sham gap, eV: 8.82

Structure (XYZ):
```
16
C6H7NO2, DFT wB97M-V/def2-TZVPD
C 1.536 1.488 0.079
C 1.158 0.156 0.129
C -0.189 -0.114 -0.020
C -1.272 0.777 -0.118
C -2.494 0.027 -0.067
C -2.173 -1.283 0.113
H 2.405 1.640 -0.087
H 0.958 2.165 -0.632
H 0.911 1.955 1.058
H 2.448 -2.651 0.073
H -0.754 1.717 -0.221
H -3.240 0.413 -0.219
H -2.399 -2.228 -0.064
N 2.174 -0.683 -0.070
O 1.738 -2.042 -0.100
O -0.808 -1.336 0.148
```

***

[3]
One molecule with the formula C6H7NO3, computed with wB97M-V/def2-TZVPD.

SMILES: C#CCO/[N+]([O-])=C/C(C)=O
Kohn-Sham gap (alpha / beta), eV: 9.61 / 9.61

Structure (XYZ):
```
17
C6H7NO3, DFT wB97M-V/def2-TZVPD
C 1.906 1.428 0.198
C 2.506 0.125 0.229
C 0.994 2.205 0.267
C -1.815 0.179 -0.258
C -2.277 -1.169 0.214
C -0.434 0.047 -0.754
N 0.379 -0.756 -0.225
O -2.292 1.316 -0.144
O 0.285 -1.614 0.655
O 1.719 -0.548 -0.813
H 3.554 0.198 -0.058
H 2.372 -0.367 1.126
H 0.243 2.937 0.289
H -1.732 -1.464 1.131
H -1.972 -1.989 -0.531
H -3.274 -1.172 0.342
H -0.165 0.644 -1.669
```

***

[4]
A 2-piece molecular cluster, C6H7NO3P overall, computed with wB97M-V/def2-TZVPD.

Kohn-Sham gap, eV: 6.90
Net charge: -1

Structure (XYZ):
```
18
C6H7NO3P, DFT wB97M-V/def2-TZVPD
C 1.999 1.519 -0.203
C 0.755 1.136 -0.585
C 2.825 0.615 0.490
C 1.231 -1.001 0.391
C 0.365 -0.197 -0.259
C -1.055 -0.579 -0.488
N 2.437 -0.599 0.756
O -2.077 1.356 1.213
O -1.426 -2.471 0.256
O -3.750 0.129 -0.242
P -2.247 0.867 -0.165
H 2.171 2.572 -0.342
H 0.016 1.740 -0.952
H 3.869 0.965 0.469
H 1.133 -1.969 0.670
H -1.374 -0.883 -1.563
H -1.195 -2.443 1.127
H -3.677 -0.757 -0.575
```

***

[5]
One molecule with the formula C6H7NO3S, computed with wB97M-V/def2-TZVPD.

SMILES: COC(=O)CC1=NC(=O)CS1
Kohn-Sham gap, eV: 9.52

Structure (XYZ):
```
18
C6H7NO3S, DFT wB97M-V/def2-TZVPD
C -3.475 0.463 -0.038
C -1.398 -0.408 0.323
C -0.294 -1.246 -0.218
C 1.095 -0.492 -0.109
C 3.220 -0.331 0.087
C 2.857 1.172 0.092
H -4.032 -0.117 0.665
H -3.167 1.477 0.162
H -4.344 0.468 -0.975
H -0.258 -2.257 0.189
H -0.618 -1.393 -1.448
H 3.271 1.695 1.122
H 3.323 1.790 -0.860
N 2.158 -1.114 0.042
O -2.382 -0.310 -0.569
O -1.418 -0.038 1.469
O 4.414 -0.678 0.192
S 1.048 1.321 -0.126
```

***

[6]
A 2-piece molecular cluster, C6H7NS overall, computed with wB97M-V/def2-TZVPD.

Kohn-Sham gap (alpha / beta), eV: 7.37 / 7.37

Structure (XYZ):
```
15
C6H7NS, DFT wB97M-V/def2-TZVPD
C -0.041 2.657 0.248
C 0.549 0.218 -1.550
C -0.679 -0.282 -1.872
C 0.760 0.370 -0.181
C -0.326 -0.228 0.664
C 0.102 -1.492 1.409
N -0.496 3.675 0.509
S -1.677 -0.633 -0.522
H 1.278 0.501 -2.291
H -1.064 -0.470 -2.856
H 1.714 0.600 0.260
H -0.737 0.479 1.384
H 0.951 -1.272 2.054
H 0.383 -2.277 0.711
H -0.718 -1.847 2.033
```

***

[7]
An isolated ion of composition C6H7O and charge +1, computed with wB97M-V/def2-TZVPD.

Kohn-Sham gap, eV: 8.75
Net charge: +1

Structure (XYZ):
```
14
C6H7O, DFT wB97M-V/def2-TZVPD
C -0.732 -1.281 -0.620
C 0.007 -0.370 -1.312
C -0.750 -0.871 0.684
C 0.452 0.621 -0.333
C -1.280 -1.461 1.802
C 1.327 2.135 -0.693
O -0.149 0.439 0.765
H -1.031 -2.272 -0.939
H 0.394 -0.585 -2.263
H -1.012 -1.008 2.767
H -1.664 -2.514 2.024
H 2.217 1.901 -0.207
H 0.821 2.888 0.003
H 1.398 2.380 -1.679
```

***

[8]
A 2-piece molecular cluster, C6H7O2 overall, computed with wB97M-V/def2-TZVPD.

Kohn-Sham gap, eV: 4.80
Net charge: -1

Structure (XYZ):
```
15
C6H7O2, DFT wB97M-V/def2-TZVPD
C -0.831 2.705 0.208
C -0.743 1.521 0.027
C -3.031 -0.302 -0.068
C 0.119 -0.644 1.188
C 0.552 -0.218 -1.254
C -0.148 0.265 -0.041
O -3.187 -0.435 1.073
O -3.100 -0.335 -1.238
H -1.643 3.471 0.354
H 0.960 -0.134 1.727
H -0.713 -0.596 1.786
H 0.367 -1.741 0.904
H 0.507 0.552 -1.936
H 1.574 -0.515 -1.011
H -0.142 -1.064 -1.657
```

***

Energy relative to the best compared isomer or geometry (same formula, charge and spin) (computed, eV): 3.769; 7.143; 7.019; 4.684; 0.633; 3.277; 1.417; 2.549
Strongest force on any atom (computed, eV Å⁻¹): 2.0; 16.1; 3.9; 5.4; 6.1; 3.0; 7.2; 7.1